22
Properties=species:S:1:pos:R:3:forces:R:3 method="wB97M-V/def2-TZVPD" relative_energy_ev=2.761 smiles=CN.O.O.O.O.O e_homo_ev=-9.41 gap_ev=10.09
C -3.43216 -3.60903 2.82368 -0.768 -2.934 0.790
N -2.12785 -3.14675 3.23623 1.976 1.157 1.722
H -4.26028 -2.87677 2.92990 0.460 -0.442 -0.436
H -3.65053 -4.46459 3.52978 -0.267 0.935 -0.486
H -3.47585 -4.23764 1.82178 0.316 1.936 1.413
H -1.97154 -2.17324 2.92300 0.113 -0.988 0.487
H -1.76372 -3.24400 4.30409 -1.884 0.235 -3.572
O 4.06624 4.33056 -4.28326 0.505 0.880 1.784
H 4.26198 4.94457 -3.49056 -0.356 -1.766 -1.870
H 4.51129 3.47829 -4.09099 -0.123 0.709 0.160
O 4.74807 1.68521 -2.50961 6.391 0.370 -3.653
H 5.29256 1.91748 -1.78439 0.035 0.276 1.248
H 3.90896 1.55393 -2.33311 -6.120 -0.816 2.246
O 2.84441 3.34590 -1.69777 0.794 -0.468 -1.205
H 2.76443 3.24306 -2.66649 0.620 0.264 0.316
H 1.96076 3.57558 -1.51248 -1.753 0.549 0.975
O -0.62856 -5.77722 1.23822 -3.635 -1.135 1.764
H -1.24326 -6.53823 1.53560 2.106 0.607 -1.067
H -1.31889 -5.16162 1.61161 1.584 0.626 -0.615
O -3.35667 4.08986 -0.76535 -0.047 0.456 0.074
H -3.76910 4.01961 0.10037 -0.021 -0.195 0.063
H -3.36029 5.04503 -0.92024 0.075 -0.258 -0.136